{"formula": "C24H20N5O7RuS6", "method": "ωB97M-V/def2-TZVPD", "multiplicity": 6, "homo_lumo_gap_ev": [5.22, 5.24], "total_charge": -2, "fmax_ev_per_a": 0.8, "mol_weight_g_mol": 783.92, "e_tot_ev": -114588.937, "lumo_ev": [3.640, 3.626], "homo_energy_ha": [-0.0582, -0.0591], "elements": ["Ru", "S", "S", "S", "S", "S", "S", "O", "O", "O", "O", "O", "O", "O", "N", "N", "N", "N", "N", "C", "C", "C", "C", "C", "C", "C", "C", "C", "C", "C", "C", "C", "C", "C", "C", "C", "C", "C", "C", "C", "C", "C", "C", "H", "H", "H", "H", "H", "H", "H", "H", "H", "H", "H", "H", "H", "H", "H", "H", "H", "H", "H", "H"], "positions_angstrom": [[0.31618, -0.13611, 0.65339], [-2.21390, 0.93665, 0.61460], [-0.02746, 4.64454, 1.23668], [-2.12632, 6.64294, 1.96241], [-2.70586, 3.76415, 1.37717], [0.35178, -2.59609, 2.17693], [1.18502, 2.06384, 0.44195], [-0.31097, -1.83887, 3.47069], [-6.83646, -2.85602, -5.81193], [1.94132, 0.72350, 6.31048], [-0.54707, -2.21952, 1.07187], [1.32423, -1.33436, -0.86105], [1.65105, -1.97318, 2.02912], [0.35300, -3.97199, 2.56848], [-0.32264, 0.42431, -1.90608], [-0.57702, -2.38592, -5.90037], [-0.03878, 0.30565, 2.49486], [-0.33997, 0.01948, 4.78331], [-1.45027, -1.73937, -6.64885], [-1.50450, 1.35569, -3.73736], [-3.22770, -3.00153, -5.46427], [-1.03953, 1.39541, -2.41607], [-0.03202, -0.64139, -2.66576], [-5.09705, -1.64644, -7.02220], [-0.49671, -0.81322, -3.98163], [1.53719, 1.51417, 5.19263], [-1.56148, 2.51822, 0.90737], [0.03974, 1.41532, 4.97010], [-3.74144, -1.42053, -7.20165], [0.86522, -1.58771, -2.02096], [1.21016, -2.73608, -2.75993], [-5.51695, -2.55584, -6.05633], [-0.18888, -0.44987, 3.47815], [-0.27437, 2.95708, 0.83691], [-1.24856, 0.25129, -4.51305], [-7.79635, -1.95031, -6.30601], [-2.78503, -2.08025, -6.42724], [1.59700, -0.64078, 6.11633], [-1.64524, 5.09089, 1.54460], [-4.57544, -3.23184, -5.28475], [0.10054, -0.80703, 5.89843], [0.71595, -2.94660, -4.02733], [-0.15207, -2.03970, -4.68856], [-0.49631, 1.80487, 5.84087], [1.86328, -3.46048, -2.29043], [-0.14189, -1.84796, 5.70601], [-8.74514, -2.22719, -5.85043], [0.96743, -3.85089, -4.56787], [1.83688, 2.53846, 5.41630], [-2.50240, -3.51625, -4.85054], [-4.92469, -3.92535, -4.53148], [-0.43913, -0.47965, 6.79355], [-7.89249, -2.01621, -7.39492], [2.13713, -1.04501, 5.24911], [-5.81121, -1.10875, -7.62982], [-1.25724, 2.23026, -1.76127], [-0.25483, 1.97220, 4.08188], [-1.60059, 0.20391, -5.53210], [2.05920, 1.17869, 4.28776], [-7.54691, -0.92208, -6.03005], [1.92293, -1.17030, 7.01401], [-2.07607, 2.18691, -4.12899], [-3.39579, -0.71006, -7.94209]], "nbo_charge": [1.117, -0.295, 0.472, -0.266, 0.481, 2.577, -0.125, -0.744, -0.502, -0.547, -0.963, -0.677, -0.986, -0.963, -0.418, -0.262, -0.680, -0.449, -0.247, -0.274, -0.232, 0.089, 0.114, -0.301, -0.142, -0.091, -0.404, -0.251, -0.221, 0.400, -0.305, 0.272, 0.675, -0.457, -0.144, -0.248, 0.145, -0.087, -0.577, -0.247, -0.244, -0.210, 0.160, 0.183, 0.216, 0.234, 0.189, 0.203, 0.184, 0.234, 0.221, 0.182, 0.163, 0.179, 0.207, 0.218, 0.259, 0.224, 0.190, 0.180, 0.174, 0.207, 0.213]}